Record 1
The following is a DFT calculation (ωB97M-V/def2-TZVPD) of one molecule with the formula C6H9NO.

Last column: natural (NBO) charge in e.
Geometry (Å):
H: 0.0948 -2.8320 -0.6555  0.336
N: 0.9301 -2.2555 -0.7112  -0.608
C: 0.7828 -1.0620 -0.3358  0.290
C: 1.9549 -0.1329 -0.4005  -0.667
C: -0.4700 -0.4761 0.2147  -0.134
C: -1.2099 -1.1457 1.0926  -0.325
C: -0.8110 0.9010 -0.2163  0.307
C: -0.9019 1.9120 0.6464  -0.517
O: -1.0090 1.0211 -1.5566  -0.674
H: 1.7858 0.6113 -1.1776  0.229
H: 2.8499 -0.6965 -0.6390  0.238
H: 2.0800 0.3864 0.5471  0.220
H: -0.9188 -2.1251 1.4366  0.202
H: -2.1076 -0.7311 1.5193  0.207
H: -1.1267 2.9151 0.3197  0.195
H: -0.7430 1.7637 1.6955  0.217
H: -1.1805 1.9464 -1.7795  0.484

Results
HOMO-LUMO gap, eV: 9.9
E_tot, eV: -9904.047
Relative energy (zero: lowest compared OMol25 entry of this formula, charge and spin), kcal per mole: 35.9
Charge: 0
2S+1: 1

Record 2
The following is a DFT calculation (ωB97M-V/def2-TZVPD) of a 13-piece molecular cluster, C5H37NO12S overall in a non-equilibrium geometry.

Last column: natural (NBO) charge in e.
Geometry (Å):
C: 1.8829 1.1535 -0.9547  -0.440
N: 0.6336 0.6462 -0.3918  -0.701
C: -0.5465 1.2838 -1.0264  -0.053
C: -1.8280 0.5077 -0.6491  -0.403
C: -2.0994 -0.5457 -1.7318  -0.516
S: -1.3011 -2.1412 -1.4640  -0.097
C: -0.6508 2.7630 -0.6372  -0.633
H: 1.8127 1.3364 -2.0199  0.232
H: 2.6832 0.4621 -0.6960  0.194
H: 2.2522 2.0430 -0.4177  0.158
H: 0.6863 0.7028 0.6197  0.384
H: -0.3028 1.1634 -2.0818  0.204
H: -2.6368 1.2308 -0.5841  0.236
H: -1.7373 0.0250 0.3144  0.191
H: -1.7949 -0.0792 -2.6652  0.211
H: -3.1565 -0.7608 -1.8795  0.237
H: 0.0139 -2.0159 -1.2590  0.136
H: 0.0941 3.3468 -1.1680  0.215
H: -0.6394 2.9214 0.4417  0.206
H: -1.6199 3.1568 -0.9643  0.207
H: 0.2652 2.6142 4.8599  0.469
H: -0.9782 1.9085 4.6168  0.501
O: -0.0303 1.7883 4.4463  -0.965
H: 1.2776 1.3025 -5.0903  0.478
H: 1.7662 -0.0752 -4.5726  0.483
O: 1.8687 0.8774 -4.4653  -0.961
H: 1.9024 -1.5195 -3.0942  0.509
H: 0.8675 -2.7347 -3.4534  0.493
O: 1.4040 -2.0005 -3.7628  -0.996
H: 3.9964 -1.3165 3.1684  0.485
H: 2.7613 -1.1551 2.1626  0.483
O: 3.1966 -1.7038 2.8154  -0.969
H: 2.6438 -2.8657 -0.4804  0.470
H: 2.2612 -1.4141 -0.3239  0.474
O: 2.8851 -1.9859 -0.7921  -0.943
H: -1.4164 -0.9502 -4.2467  0.470
H: -0.0924 -1.2484 -5.0274  0.487
O: -0.6805 -0.5562 -4.7204  -0.960
H: 4.9663 0.1716 0.0949  0.481
H: 4.0032 0.9446 1.0576  0.476
O: 4.4544 0.1076 0.9069  -0.953
H: -4.6970 -0.1764 1.2064  0.499
H: -5.4144 -0.1104 -0.1792  0.466
O: -4.6839 0.2459 0.3342  -0.966
H: -2.6593 -1.8286 2.0365  0.497
H: -3.8696 -2.3718 1.2797  0.475
O: -3.6200 -1.7370 1.9594  -0.971
H: 0.9463 -0.0024 2.9612  0.496
H: 1.2409 1.4957 3.1057  0.505
O: 1.3382 0.7471 2.4964  -0.999
H: -0.4798 -0.5159 1.5736  0.492
H: -0.0703 -1.9597 1.9585  0.489
O: -0.6040 -1.2071 2.2335  -0.974
H: -1.9598 -0.4524 5.3358  0.483
H: -2.1918 0.1821 3.9348  0.482
O: -2.3427 0.3024 4.8786  -0.958

Results
HOMO-LUMO gap, eV: 8.6
E_tot, eV: -42680.363
Relative energy (zero: lowest compared OMol25 entry of this formula, charge and spin), kcal per mole: 71.4
Charge: 0
2S+1: 1

Record 3
The following is a DFT calculation (ωB97M-V/def2-TZVPD) of a 2-piece molecular cluster, C3H8BNO overall in a non-equilibrium geometry.

Last column: natural (NBO) charge in e.
Geometry (Å):
B: -0.2730 0.9481 -0.1426  1.149
C: -0.8770 -0.3032 -0.7902  -0.868
C: 0.1077 -1.4628 -0.2129  -0.392
C: 1.0525 -0.7365 0.8204  -0.214
N: 0.7249 0.6712 0.7198  -0.909
O: -1.4242 3.1498 -0.6065  -0.976
H: -1.9691 -0.5535 -0.5505  0.266
H: -0.9029 -0.4857 -1.9511  0.267
H: -0.4845 -2.2515 0.2492  0.217
H: 0.6491 -1.9530 -1.0912  0.214
H: 0.7834 -1.0126 1.8225  0.197
H: 2.1288 -1.0119 0.5578  0.204
H: 1.2794 1.3397 1.2055  0.422
H: -0.7951 3.6618 -0.0302  0.423

Results
HOMO-LUMO gap (alpha / beta), eV: 8.9 / 8.9
E_tot, eV: -7451.918
Relative energy (zero: lowest compared OMol25 entry of this formula, charge and spin), kcal per mole: 96.7
Charge: 0
2S+1: 1